Formula: C33H34BBrIN2O7
Source: the OMol25 dataset
Level of theory: ωB97M-V with the def2-TZVPD basis set

Positions of all 79 atoms, in Å:
C: 4.5575 -1.8471 1.0038
H: 3.8879 -0.0056 2.1635
H: -2.0566 -3.2089 -4.4571
O: 0.3802 4.0960 2.8161
C: -3.7712 5.8313 2.6181
C: -2.5729 -2.8067 -3.4844
H: 1.0766 -0.3040 -5.2271
H: -2.8930 -0.6188 -2.5861
H: -4.2940 4.0936 4.2800
H: -3.6004 -3.3957 -3.3803
O: -1.9086 -4.5383 -1.5176
H: -1.5543 -4.5217 -0.5780
H: 5.2686 0.3042 0.9346
H: 3.1855 -4.9055 0.7346
H: 2.6518 -2.1090 2.2877
B: -1.6344 -3.2247 -2.2007
C: 4.1245 -3.7051 2.9834
H: 5.6649 -1.4848 -0.9692
N: 0.8030 1.1658 -6.6481
C: -0.9156 0.6926 2.2160
C: 1.4365 0.6631 -5.5658
C: 3.4482 -2.8003 1.7498
H: 4.3279 -2.8650 -1.1514
C: -3.1539 3.9582 4.0408
H: 4.7920 -3.0552 3.6915
O: -2.5457 -2.7650 1.0824
H: -6.9719 0.2004 6.3194
H: -3.9817 -1.1103 -4.0635
H: 2.5622 4.0457 -6.9140
H: 3.2248 -4.1423 3.6336
H: -2.5253 5.9005 4.2478
C: 2.2063 -1.2185 -1.8634
H: 5.5147 -1.9264 1.7216
C: -5.6484 2.1479 2.7937
N: -2.6278 5.2356 3.4235
O: 0.6345 2.7402 4.8971
H: 1.5684 -4.0490 1.2937
O: 3.3646 -1.1005 -2.8107
C: -2.7805 2.5861 3.2162
C: -0.4625 -1.5737 -0.0746
H: -3.9553 5.1044 1.7122
H: 2.4319 -3.5083 -0.2913
C: 5.1105 -2.3871 -0.4366
C: 0.0221 3.0331 3.5895
C: 0.8234 -0.6747 0.5075
C: -0.4237 -2.3190 -1.5452
H: 3.5594 -2.0334 -3.1217
H: -5.7848 3.3292 2.8838
H: -2.1538 -0.7364 -4.4143
H: -3.4709 6.9289 2.2828
H: -4.7786 5.9426 3.2214
C: 2.6396 -3.8498 0.8075
H: 4.6690 -4.6221 2.4958
H: -2.6138 3.8592 5.1003
C: 0.9425 -2.1329 -2.4337
C: -3.7712 0.2876 1.8315
C: 2.8914 2.5429 -5.3968
H: 2.9445 0.8588 -4.0444
C: 0.5996 0.0295 1.9602
C: 1.2294 2.3669 -7.0953
C: -1.8303 -1.6552 0.8855
C: -4.0754 1.7148 2.6337
C: 2.2598 3.0858 -6.5110
C: 2.1976 -0.4823 -0.3610
H: -6.3257 1.8409 1.8621
C: -6.7588 0.8808 5.3637
O: 3.3598 0.2961 0.0098
C: 4.2052 -0.2315 1.0485
H: 0.7027 2.7500 -7.9648
Br: -5.3264 -0.8347 1.1389
C: -1.1937 2.1005 3.0061
C: -6.3998 1.4273 4.1025
H: 5.9588 -3.2111 -0.2728
H: 3.7021 3.0778 -4.9108
C: -2.2018 -0.2089 1.6401
C: -2.8877 -1.1998 -3.6024
C: 2.4736 1.3083 -4.9113
I: 1.0123 -3.1538 -4.4170
O: 1.4345 0.0966 2.9906

Summary:
E in Eh: -4809.68563
Spin multiplicity: 1
Total charge: -1


Formula: C47H32Cl2F2FeN2O2P
Source: the OMol25 dataset
Level of theory: ωB97M-V with the def2-TZVPD basis set

Positions of all 89 atoms, in Å:
C: 0.2575 -2.4221 -2.5633
C: 0.5673 -2.4284 4.2033
C: -3.6035 -0.0711 0.3715
C: -4.3889 1.9447 1.4158
C: -2.4099 -3.4426 -0.6383
H: 5.5884 4.7047 -2.8675
H: -2.8624 3.4603 1.6859
F: -3.5589 -5.4836 -0.9335
H: 0.2957 4.1569 -0.7608
C: -0.2481 1.9347 -2.7450
C: 1.2438 2.4954 3.8282
C: 1.6314 -2.3347 -0.6232
C: 1.7838 4.2520 -2.0853
C: 4.5347 4.5982 -2.6501
C: 2.6963 -2.9587 -1.3191
C: 1.8003 -2.0585 0.7607
H: -0.4466 -5.3295 5.6305
H: 4.7724 4.6934 -0.5102
H: -3.8010 3.4602 -3.2139
C: -0.0049 1.8918 3.9036
H: 3.2109 2.3903 2.9755
H: 4.7177 -3.6983 -1.1739
C: 3.9013 -3.2357 -0.6290
C: 2.5102 -3.2978 -2.6830
C: -2.8159 3.0312 -3.0814
H: 1.0997 0.3113 -2.9731
F: -6.0532 -1.6604 0.0392
C: -1.3104 1.1683 -3.2237
C: 1.3070 -3.0497 -3.2781
C: 0.7700 0.1000 2.4772
H: 1.9129 1.8734 -2.9566
H: 1.1045 -1.5203 4.4470
H: -5.6432 0.2768 0.9342
C: 1.0930 1.3034 -2.5232
C: -4.6466 0.6846 0.9088
O: 2.4980 1.5906 -0.6315
H: 1.1527 -3.3293 -4.3154
C: -0.6519 -3.7721 2.6306
H: -1.1220 0.1291 -3.4636
H: 3.3198 -3.7717 -3.2271
H: 3.0604 -2.1955 2.4780
C: -2.4117 -2.0682 -0.3592
C: 0.0565 -2.6060 2.9197
C: -4.8298 -3.5779 -0.4497
P: 0.2986 -1.4076 1.5564
H: -0.8009 2.3504 4.4781
C: 2.2694 4.3239 -3.3959
C: 0.3818 -2.0108 -1.2526
H: -0.6827 -2.2641 -3.0875
C: -3.5879 -4.1522 -0.6662
C: 4.0357 -2.9495 0.7012
C: -2.1296 1.6874 0.7413
C: -0.2394 0.7061 3.2237
C: -1.7735 3.8091 -2.6029
Fe: -0.9000 -0.8127 -0.3235
C: -3.1056 2.4682 1.3330
C: 0.3876 -3.4055 5.1731
C: -2.5913 1.6877 -3.3559
H: -5.7456 -4.1467 -0.5088
C: 2.7439 4.4290 -1.0731
H: -1.9155 4.8588 -2.3777
H: 1.4288 3.4295 4.3446
H: 4.9619 -3.1733 1.2166
H: -3.3728 1.0887 -3.8058
H: -5.1868 2.5094 1.8822
C: 3.6176 4.4711 -3.6766
C: -3.6707 -1.4713 -0.0801
C: 1.4209 1.1472 -1.0376
H: 0.7927 -3.2565 6.1667
C: 2.2458 1.9081 3.0683
C: 2.0140 0.7148 2.3982
H: -1.3811 -5.6492 3.3582
O: 0.5099 0.6335 -0.3172
N: 0.4563 4.0893 -1.7540
C: 2.9614 -2.3767 1.4131
N: -2.3538 0.4351 0.3413
C: -0.8284 -4.7493 3.5986
H: -1.2245 0.2509 3.2605
H: -1.0732 -3.9062 1.6408
C: -0.5096 3.2640 -2.4123
C: 4.0854 4.5927 -1.3386
H: -1.4860 -3.9610 -0.8686
C: -4.8314 -2.2319 -0.1609
H: 3.9294 4.4960 -4.7116
Cl: 2.2193 4.4485 0.5845
Cl: 1.1710 4.2538 -4.7450
C: -0.3071 -4.5685 4.8725
H: -1.0911 1.9985 0.7130
H: 2.7799 0.3023 1.7561

Summary:
Spin multiplicity: 1
Relative energy (zero: lowest compared OMol25 entry of this formula, charge and spin) in kJ/mol: 29.7
Total charge: -1


Formula: C52H50FMnNO5P2S3
Source: the OMol25 dataset
Level of theory: ωB97M-V with the def2-TZVPD basis set

Positions of all 115 atoms, in Å:
H: -2.7947 -3.6996 -3.6186
H: 3.8929 -2.3466 -3.4090
C: 1.7849 -5.1106 3.3677
C: -3.6079 2.8525 -0.9041
H: -4.0346 -5.3128 -2.2242
N: -4.9052 2.7137 -0.5608
C: 1.4913 5.4472 0.3908
C: -7.1507 0.0035 0.5332
C: -3.0323 0.5727 -0.3233
H: 2.1007 -5.7298 4.1955
H: -3.2710 3.8184 -1.2461
H: -8.1986 -0.1867 0.7062
C: 4.4028 1.8110 0.1107
C: -7.2031 3.3938 -1.0014
H: 1.9879 1.2960 -4.7005
C: 1.3381 -5.7009 2.1944
H: 1.3157 -6.7771 2.1045
H: -5.8842 4.2312 0.4784
C: 0.7176 -0.8286 -5.3247
H: -5.1981 4.6418 -2.4767
C: 1.8536 1.7344 3.1027
H: -1.6474 -4.2168 1.1488
C: -2.5328 -3.8251 -2.5788
H: -0.6759 2.5317 1.6554
H: -0.9479 -2.3816 -2.6408
H: 1.4277 -4.0866 -1.5398
C: 4.1950 0.3066 1.9630
C: -0.0657 0.1418 3.6853
H: 4.7991 0.5305 -2.8438
H: 2.1596 -3.2699 4.3978
H: -0.2650 6.6526 0.5999
H: 1.9016 -2.2891 -4.2586
H: 3.1064 2.1160 -2.7512
O: -1.0905 3.1879 -2.0031
C: -4.4499 0.4102 -0.0012
C: -2.6790 1.8598 -0.8493
P: 1.8029 1.4087 1.2930
H: 3.9648 2.4785 -0.6147
C: 1.2653 3.1261 0.9564
C: -6.7261 1.2569 0.1369
O: -2.2298 -0.3771 -0.1529
S: 3.5264 -0.7839 -5.1878
Mn: -0.1788 -0.1426 0.5096
C: -1.2587 2.2010 -1.2965
C: -5.8161 3.8613 -0.5573
O: -0.3346 1.4361 -0.8757
C: 2.9467 2.9765 4.8614
H: -7.1324 2.9593 -2.0004
F: -6.6874 -2.2340 1.0759
H: 0.8789 -0.0732 -6.0924
H: 4.9348 -0.8345 -1.7084
C: 0.1631 5.6668 0.7058
O: -0.4635 0.1594 2.4655
C: -7.7292 2.3617 -0.0195
C: -4.8981 -0.8448 0.4281
C: 1.0186 1.1421 4.0442
H: -7.9103 2.8437 0.9471
C: 3.6103 1.2294 1.0915
H: 5.9891 -0.6539 2.6186
H: 1.3330 -2.4697 -2.2916
H: -4.4459 5.4734 -1.1066
C: 1.9419 -1.7155 -5.1821
P: 0.3642 -2.4260 -0.0867
C: -5.3559 4.9998 -1.4618
H: -8.6794 1.9470 -0.3599
H: 1.3803 -1.8632 2.5085
H: 2.5510 -2.7894 -1.0433
S: 0.1953 0.0293 -3.7920
C: 2.7982 2.6703 3.5252
C: -6.2335 -1.0253 0.6881
H: -1.6523 4.7847 1.4320
H: -7.8815 4.2454 -1.0475
H: 6.3630 2.0261 -0.6933
C: -3.2374 -4.7236 -1.7932
H: -3.4901 -5.5348 0.1696
C: -0.6192 4.6161 1.1606
O: -0.5010 -0.5990 4.5517
S: 2.6973 -0.0646 -1.8346
H: 7.4066 0.4904 0.9378
C: 1.5397 -3.0153 -1.3761
C: 5.5497 0.0430 1.9166
H: 3.4267 3.1555 2.7902
C: -1.4859 -3.1003 -2.0383
C: 0.9092 -4.9162 1.1396
H: -6.1362 5.7570 -1.4775
C: -2.9261 -4.8543 -0.4510
C: 0.9148 -3.5300 1.2614
C: 2.0469 4.1846 0.5160
H: 0.5473 -5.3812 0.2321
C: 4.3589 -0.4156 -2.5371
C: 6.3438 0.6791 0.9732
C: 4.3628 -1.4057 -3.6892
H: 3.6905 3.7006 5.1620
C: 1.3622 1.4306 -3.8218
H: 2.1130 6.2629 0.0459
C: 1.1896 1.4444 5.3938
C: 1.3802 -2.9453 2.4327
H: 3.0913 4.0503 0.2809
C: 1.8146 -3.7326 3.4849
C: 5.7598 1.5430 0.0618
H: -0.1403 -1.4389 -5.6079
C: 2.2053 1.5295 -2.5650
H: 0.7630 2.3382 -3.9130
H: 1.9888 -2.3957 -6.0357
C: -0.0706 3.3574 1.2901
H: 1.6133 1.9889 -1.7719
C: -1.8844 -4.1256 0.0986
C: 2.1473 2.3469 5.8063
C: -5.3632 1.4782 -0.1371
H: 0.5456 0.9435 6.1021
C: -1.1261 -3.2827 -0.7059
H: 5.3948 -1.6058 -3.9855
H: -4.1885 -1.6505 0.5226
H: 2.2750 2.5651 6.8574
H: 3.5719 -0.1911 2.6968

Summary:
Spin multiplicity: 6
Relative energy (zero: lowest compared OMol25 entry of this formula, charge and spin) in kJ/mol: 109.7
Total charge: 0
Expectation value of S²: 8.756